1.
Below is a 2-piece molecular cluster, C3H9ClNP overall at a distorted geometry, with properties calculated with ωB97M-V with the def2-TZVPD basis set.

The geometry in XYZ format:
```
15
Properties=species:S:1:pos:R:3:forces:R:3
Cl -3.0697 -1.0842 1.9994 -0.29 -0.86 0.71
P -3.3870 0.6167 0.9982 0.57 0.09 -2.01
N -0.4454 0.9552 0.5436 -0.74 -0.20 1.87
C -0.3340 1.1577 -0.8233 -1.03 1.44 -1.31
C -0.0367 -0.2922 1.0817 0.81 0.21 1.65
C 0.7658 -1.2556 0.3133 0.67 -4.87 -0.70
H 1.0424 -2.1674 1.0139 0.03 2.15 -0.79
H -0.6208 2.2129 -1.0136 -0.36 -0.58 -0.17
H 0.3577 -1.9702 -0.4806 -0.46 1.69 0.49
H -3.0524 -0.0108 -0.3400 -0.45 0.78 1.30
H -0.8755 -0.8353 1.5089 -0.20 0.21 0.11
H -0.9620 0.4809 -1.4497 0.68 0.22 0.18
H 0.6963 1.1899 -1.1168 0.91 -0.72 -0.48
H 0.6205 -0.0803 1.9934 -0.95 0.14 -0.81
H 1.6499 -0.8547 -0.1315 0.81 0.29 -0.03
```
Forces are in eV/Å.

Summary:
E_LUMO (spin up / spin down) (hartree): -0.0322 / -0.0037
Gap between HOMO and LUMO (spin up / spin down) (eV): 8.12 / 8.04
E_HOMO (spin up / spin down) (eV): -8.99 / -8.14
Multiplicity: 1
Energy above the lowest of the compared OMol25 structures with the same formula, charge and spin (kcal/mol): 114.0

***

2.
Below is one molecule with the formula C3H10OSi at a distorted geometry, with properties calculated with ωB97M-V with the def2-TZVPD basis set.

The geometry in XYZ format:
```
15
Properties=species:S:1:pos:R:3:forces:R:3
Si -2.0799 -0.5441 -0.0554 1.46 1.61 -0.73
O 0.4963 -1.0481 -0.2950 0.67 1.65 0.92
C -0.3078 -0.0521 0.4904 0.12 -2.26 -0.14
C 0.0704 1.3936 0.2019 0.40 -0.31 0.84
C 1.8968 -0.7362 -0.3102 0.97 -0.11 -1.39
H -0.1354 -0.4553 1.5334 -0.16 1.33 -0.61
H 0.2451 1.6014 -0.8647 -0.54 -0.15 0.30
H -2.6792 -1.5256 0.7244 -0.78 -1.37 1.08
H 1.0258 1.5728 0.7016 -0.06 0.39 -0.01
H 2.5021 -0.5637 0.6124 -1.22 -0.44 0.24
H 2.1327 0.2182 -0.8912 -0.47 -1.34 0.24
H -2.9356 0.5975 -0.2753 -0.57 0.77 0.58
H -0.6935 2.0459 0.6538 0.36 -0.03 -0.40
H 2.3580 -1.6391 -0.8039 -0.32 1.15 0.28
H -1.8957 -0.8651 -1.4222 0.14 -0.89 -1.20
```
Forces are in eV/Å.

Summary:
E_LUMO (hartree): 0.0375
Gap between HOMO and LUMO (eV): 10.77
E_HOMO (eV): -9.75
SMILES string: CO[C@@H](C)[SiH3]
Multiplicity: 1
Energy above the lowest of the compared OMol25 structures with the same formula, charge and spin (kcal/mol): 56.8

***

3.
Below is C29H26N6O4SV as an isolated structure, with properties calculated with ωB97M-V with the def2-TZVPD basis set.

The geometry in XYZ format:
```
67
Properties=species:S:1:pos:R:3:forces:R:3
V -0.3312 -0.0663 0.1168 0.71 -0.02 -0.12
S -3.4281 -2.5537 0.4296 0.25 -0.07 0.04
O -1.9868 0.9087 -0.1537 -0.67 0.49 0.12
O -3.1552 2.8217 -0.0762 -0.10 -0.03 0.06
O 3.5451 2.9973 1.8522 0.10 0.28 -0.17
O 2.9120 1.5540 0.2578 -0.05 0.02 -0.29
N -0.7459 -2.9849 0.0525 -0.03 0.43 0.05
N 0.2015 2.1926 0.8120 -0.04 0.28 0.01
N 1.6728 -0.8505 0.3287 0.33 0.37 0.29
N -1.7277 -4.1158 1.7541 -0.16 0.04 -0.22
N -0.6913 -1.8224 -0.7090 -0.08 -0.81 -0.41
N 0.1582 0.3211 -1.9371 -0.10 -0.24 -0.22
C -1.8564 -3.1959 0.7172 -0.03 -0.07 0.04
C -0.5455 -0.3475 2.2150 -0.06 0.08 0.50
C 1.2389 2.8435 1.3765 -0.06 0.12 -0.21
C -0.5370 -4.9189 1.9134 -0.02 0.07 0.00
C 1.0520 3.9886 2.1450 0.08 -0.03 -0.02
C 2.7639 -3.7564 3.1676 0.02 0.06 -0.01
C 0.5220 0.4383 -4.6896 0.05 0.15 -0.05
C -1.2554 3.9361 1.6154 0.02 0.03 0.07
C 0.5157 -0.7117 3.0726 0.12 -0.26 -0.09
C -0.2055 4.5359 2.2821 -0.08 0.06 0.04
C -1.0101 2.7712 0.9143 0.01 -0.09 -0.08
C 0.5064 1.4637 -2.5365 0.05 -0.01 0.15
C 2.8246 -2.8876 0.9435 0.03 -0.01 0.06
C -2.1759 2.1273 0.1725 0.20 -0.08 -0.15
C 2.7143 2.4379 1.1245 -0.17 -0.72 0.61
C -0.0245 -0.8050 -2.7026 0.05 0.26 -0.08
C -0.4116 -1.9772 -2.0013 -0.01 -0.05 0.18
C -1.6350 0.2575 2.8730 0.04 0.03 -0.10
C 1.9363 -2.7032 3.5267 0.04 -0.01 0.00
C 0.1694 -0.7454 -4.1040 -0.03 -0.07 0.13
C 0.5657 -0.3038 4.4114 -0.04 0.01 0.00
C 3.2043 -3.8572 1.8566 0.00 -0.01 0.01
C -0.4538 -3.3110 -2.6791 -0.07 -0.07 -0.05
C -0.4887 0.3868 4.9827 -0.01 0.01 -0.05
C -0.4672 -6.1075 0.9563 0.02 -0.05 -0.02
C 0.6978 1.5875 -3.8927 -0.01 -0.12 -0.07
C 2.0167 -1.8185 1.3153 -0.07 -0.01 -0.15
C -1.6247 0.6165 4.2129 0.01 -0.03 0.03
C 1.5356 -1.7128 2.6248 -0.11 0.06 0.06
H 1.4468 -0.5255 5.0049 0.00 0.01 0.01
H 1.9359 4.4177 2.5932 -0.01 0.00 0.00
H 0.4244 -3.4631 -3.3122 0.01 -0.01 0.00
H -1.3432 -3.4127 -3.3101 0.00 0.03 0.02
H -0.4927 -5.2601 2.9528 0.01 -0.03 -0.01
H -0.4302 0.7272 6.0110 -0.01 -0.01 0.00
H -0.3602 5.4291 2.8776 0.00 0.00 0.00
H -0.4892 -4.0896 -1.9203 0.01 0.02 -0.01
H 1.9798 -1.1829 -0.5808 -0.11 0.02 -0.04
H 3.1550 -2.9526 -0.0876 0.01 0.00 0.00
H 0.0186 -1.6362 -4.6990 -0.01 0.00 0.00
H -1.2212 -6.8614 1.2010 -0.02 0.01 0.00
H 1.5337 -2.6645 4.5307 0.00 -0.02 0.01
H 2.1865 0.0558 0.4601 -0.01 -0.08 0.00
H -2.2655 4.3185 1.6171 0.00 0.01 -0.01
H 3.8295 -4.6843 1.5412 0.00 0.00 0.00
H -0.6479 -5.7626 -0.0624 0.04 0.02 0.00
H 0.3210 -4.2685 1.7494 -0.03 0.00 0.01
H -2.6174 -4.5269 1.9867 0.04 -0.01 0.10
H 0.5165 -6.5861 0.9891 -0.01 0.00 0.02
H 0.9789 2.5405 -4.3180 0.00 0.00 0.00
H 0.6624 0.4896 -5.7639 0.00 0.01 0.01
H 3.0346 -4.5069 3.9009 -0.01 -0.01 0.00
H 0.6493 2.3073 -1.8709 -0.01 -0.01 0.01
H -2.4933 1.0983 4.6514 0.00 0.01 0.00
H -2.5301 0.4607 2.2930 0.01 0.04 0.01
```
Forces are in eV/Å.

Summary:
E_LUMO (spin up / spin down) (hartree): 0.1717 / 0.1710
Gap between HOMO and LUMO (spin up / spin down) (eV): 5.25 / 6.27
E_HOMO (spin up / spin down) (eV): -0.57 / -1.62
Multiplicity: 4
Expectation value of S²: 3.775
Energy above the lowest of the compared OMol25 structures with the same formula, charge and spin (kcal/mol): 17.0
Charge: -2

***

4.
Below is a 2-piece molecular cluster, CH5S3 overall, with properties calculated with ωB97M-V with the def2-TZVPD basis set.

The geometry in XYZ format:
```
9
Properties=species:S:1:pos:R:3:forces:R:3
S 0.7498 1.5133 -0.3969 -0.06 -0.06 -0.07
S -2.3064 -1.1129 0.5722 0.17 -0.19 -0.02
S -0.0461 1.2121 1.4973 0.26 -0.22 -0.31
C 1.3123 -0.1790 -0.7484 -0.44 0.06 0.58
H 1.7394 -0.2239 -1.7405 0.33 0.13 -0.21
H -3.0197 0.0096 0.4482 -0.10 0.09 -0.05
H 0.4443 -0.8459 -0.7259 0.14 0.10 0.11
H -0.8945 0.0722 1.0546 -0.33 0.26 0.26
H 2.0209 -0.4457 0.0394 0.04 -0.19 -0.29
```
Forces are in eV/Å.

Summary:
E_LUMO (hartree): 0.1267
Gap between HOMO and LUMO (eV): 6.67
E_HOMO (eV): -3.22
Multiplicity: 1
Energy above the lowest of the compared OMol25 structures with the same formula, charge and spin (kcal/mol): 3.2
Charge: -1

***

5.
Below is a 2-piece molecular cluster, C5H14N overall at a distorted geometry, with properties calculated with ωB97M-V with the def2-TZVPD basis set.

The geometry in XYZ format:
```
20
Properties=species:S:1:pos:R:3:forces:R:3
N -3.1069 -1.7009 0.6695 0.23 0.06 0.11
C 0.4964 0.6052 -0.3719 1.06 0.60 2.01
C -1.9285 -1.2755 0.9544 -0.50 -1.79 0.80
C -0.3771 1.8335 -0.6759 -0.70 -0.15 -0.65
C 2.0529 0.8673 -0.4962 -0.99 -0.11 -0.19
C 2.9205 -0.3036 -0.0740 0.12 -0.88 -0.07
H 3.9638 0.0067 0.0299 -0.18 0.14 0.41
H 2.2986 1.1087 -1.5381 -0.07 0.32 0.26
H -0.4182 1.9408 -1.7792 -0.18 0.18 0.58
H -1.4482 1.7098 -0.3010 1.20 0.18 -0.46
H 0.0090 2.7878 -0.2670 -0.11 -0.69 -0.04
H 3.0056 -1.0687 -0.8657 -0.48 0.08 0.35
H 0.3900 0.3938 0.7412 -0.03 -0.12 -1.05
H 2.3018 1.7103 0.1695 -0.26 -0.04 -0.49
H -3.5391 -1.1940 -0.1023 -0.78 -0.32 0.36
H -1.3460 -1.9094 1.6569 -0.21 1.00 -0.31
H -1.5648 -0.3799 0.4659 0.27 -0.09 -0.01
H 2.5553 -0.7791 0.8700 0.44 0.34 -0.66
H 0.1618 -0.2798 -0.9336 0.25 0.17 -0.01
H -3.6065 -2.5029 1.1483 0.93 1.14 -0.93
```
Forces are in eV/Å.

Summary:
E_LUMO (hartree): -0.2136
Gap between HOMO and LUMO (eV): 8.42
E_HOMO (eV): -14.23
Multiplicity: 1
Energy above the lowest of the compared OMol25 structures with the same formula, charge and spin (kcal/mol): 41.2
Charge: +1

***

6.
Below is a 2-piece molecular cluster, C3H7NO2S overall at a distorted geometry, with properties calculated with ωB97M-V with the def2-TZVPD basis set.

The geometry in XYZ format:
```
14
Properties=species:S:1:pos:R:3:forces:R:3
S 1.3672 -1.0354 1.1620 -0.28 -0.16 0.56
O -1.2861 -1.0128 -0.6688 1.70 -0.31 -0.26
O -2.5064 -1.2176 1.1546 -0.52 -1.32 2.47
N 1.9436 -1.5909 -0.1644 -1.11 -1.18 1.59
C -2.2262 -0.5891 0.2045 -0.04 0.35 -1.14
C 2.7146 -0.7377 -0.8983 1.32 3.52 -3.43
C -2.9071 0.6961 -0.1509 1.35 0.73 -1.93
H -2.2903 1.5520 0.0617 0.95 0.18 0.05
H 2.2353 -0.6153 -1.9330 0.97 -0.77 0.99
H 2.8032 0.3345 -0.6099 -0.54 -0.49 0.74
H -0.6225 -1.6965 -0.2932 -2.06 1.33 -0.39
H -3.7851 0.9977 0.3106 -1.79 -0.66 1.53
H 3.7761 -0.9956 -0.9649 -0.28 -0.87 -0.39
H -3.1347 0.8074 -1.2058 0.30 -0.37 -0.38
```
Forces are in eV/Å.

Summary:
E_LUMO (hartree): -0.0536
Gap between HOMO and LUMO (eV): 7.46
E_HOMO (eV): -8.91
SMILES string: CC(=O)O.CN=S
Multiplicity: 1
Energy above the lowest of the compared OMol25 structures with the same formula, charge and spin (kcal/mol): 69.4

***

Number 1: E -26554.7530 eV. Number 2: E -13196.2107 eV. Number 3: E -84152.6880 eV. Number 4: E -33625.1650 eV. Number 5: E -6894.0732 eV. Number 6: E -19642.5940 eV.